No. 1
Computed, not measured: a cluster of 8 separate species, C8H21Cl6N5O10 in total at a distorted geometry, with the ωB97M-V functional and the def2-TZVPD basis.

Structure (XYZ):
```
50
C8H21Cl6N5O10 (the ωB97M-V functional and the def2-TZVPD basis)
C -2.45797 -14.19448 12.40398
N -2.89241 -13.87678 13.78114
O -3.77190 -14.48717 14.34823
O -2.37823 -12.88598 14.36738
H -1.37306 -14.09577 12.36737
H -3.17087 -13.65630 11.77929
H -2.73279 -15.23736 12.24596
C -2.62657 -12.86653 18.27162
N -1.74800 -14.03889 18.01164
O -2.16313 -15.14336 18.45331
O -0.68211 -13.88227 17.47437
H -3.21833 -13.06622 19.16495
H -3.23185 -12.74911 17.37276
H -1.99120 -11.99597 18.43439
C -6.70716 -13.81457 12.32834
N -7.21562 -12.49175 11.83145
O -7.95777 -11.84351 12.55404
O -6.88282 -12.07741 10.71672
H -5.66545 -14.02200 12.08355
H -7.39089 -14.52108 11.85775
H -6.93611 -13.73383 13.39096
C -5.20298 -9.37164 13.06134
N -6.05573 -8.15195 13.27048
O -6.69257 -7.73079 12.29177
O -6.12196 -7.70112 14.41384
H -4.40834 -9.24601 13.79677
H -4.86479 -9.42927 12.02673
H -5.87017 -10.22742 13.16429
C -6.53266 -11.97204 21.36587
N -5.68461 -12.47028 20.18732
O -5.39229 -11.59521 19.40662
O -5.34956 -13.63845 20.08899
H -5.95041 -11.24401 21.93073
H -6.76849 -12.85137 21.96525
H -7.36793 -11.48705 20.86069
C -9.37864 -9.46180 13.85059
Cl -9.77972 -7.74034 13.53104
Cl -10.55278 -10.62271 13.38644
H -8.44505 -9.64203 13.31764
H -9.41621 -9.71188 14.91084
C -6.80016 -8.71385 18.71698
Cl -6.59797 -7.42983 17.52044
Cl -7.88151 -8.14469 20.02055
H -7.07346 -9.67229 18.27561
H -5.79091 -8.84066 19.10864
C -6.22049 -12.45113 16.06993
Cl -7.38303 -13.57371 16.78624
Cl -6.97031 -10.86786 15.67134
H -5.47632 -12.27156 16.84585
H -5.75791 -12.99803 15.24834
```

Results
- Highest occupied orbital energy (alpha / beta): -0.045 / -0.173 Eh
- Kohn-Sham gap (alpha / beta): 2.934 / 6.403 eV
- Energy: -4104.2550 hartree
- Spin multiplicity: 2
- Lowest unoccupied orbital energy (alpha / beta): 1.700 / 1.700 eV
- Charge: -1



No. 2
Computed, not measured: a structure of composition C8H21ClNbO17S4 at a distorted geometry, with the ωB97M-V functional and the def2-TZVPD basis.

Structure (XYZ):
```
52
C8H21ClNbO17S4 (the ωB97M-V functional and the def2-TZVPD basis)
O -2.05733 0.62527 1.93277
Nb -1.42975 -1.09095 1.30802
Cl -3.42042 -1.54199 0.02621
H -2.23565 1.19156 1.16443
H -1.70173 -1.92963 2.91100
H -0.73583 -2.64706 0.62344
H -0.49654 -0.28446 -0.09335
H 0.19883 -0.86083 2.00428
C -4.36607 -7.20696 2.39385
C -3.51487 -7.55547 1.18563
O -2.62787 -6.44526 1.06738
S -2.25883 -5.85841 2.51081
O -1.03113 -6.41799 2.95718
O -2.49181 -4.46712 2.49598
O -3.43751 -6.61842 3.30641
H -5.13804 -6.47621 2.14525
H -4.81440 -8.07679 2.86779
H -4.08511 -7.64004 0.26437
H -2.93608 -8.46701 1.35198
C -0.80597 3.45308 2.12569
C 0.32757 3.67828 1.14382
O -0.22993 3.28342 -0.11847
S -1.78363 3.58600 -0.16012
O -2.03131 4.79377 -0.87394
O -2.40970 2.37001 -0.54919
O -1.98611 3.87366 1.38319
H -0.92962 2.39984 2.38646
H -0.72329 4.05576 3.02512
H 1.20763 3.07963 1.33799
H 0.60631 4.73383 1.09487
C 5.90093 1.08438 0.42924
C 4.87682 0.03048 0.04766
O 3.63736 0.60885 0.47865
S 3.66426 2.17939 0.30048
O 3.02576 2.56035 -0.90852
O 3.26998 2.76419 1.53694
O 5.24285 2.32720 0.12763
H 6.13011 1.05939 1.49537
H 6.81708 1.02986 -0.15190
H 5.00918 -0.91651 0.56180
H 4.83687 -0.13219 -1.03024
C -0.00493 3.53528 -3.52518
C 0.05338 2.02849 -3.36081
O 0.28399 1.56626 -4.71568
S 1.18397 2.59597 -5.50560
O 2.55118 2.19890 -5.49412
O 0.55627 2.87820 -6.75201
O 1.01522 3.81882 -4.50622
H -0.96572 3.87094 -3.91627
H 0.23015 4.06813 -2.60932
H -0.86530 1.58525 -2.98781
H 0.88877 1.71887 -2.73290
```

Results
- Highest occupied orbital energy: -0.187 Eh
- Kohn-Sham gap: 7.148 eV
- Energy: -3706.3024 hartree
- Lowest unoccupied orbital energy: 2.052 eV
- Charge: -1



No. 3
Computed, not measured: the ion C8H21N2P2 with charge +1 at a distorted geometry, with the ωB97M-V functional and the def2-TZVPD basis.

Structure (XYZ):
```
33
C8H21N2P2 (the ωB97M-V functional and the def2-TZVPD basis)
C -2.34777 1.20751 -0.26231
C -1.05756 0.88739 0.34497
C 0.09559 1.47198 -0.31989
C 0.12782 3.08823 -0.36528
N 1.31303 1.03095 0.36596
C 1.62064 -0.42507 0.27007
C 2.20360 -0.70299 -1.06763
C 0.43198 -1.27365 0.75969
C 0.29701 -1.22368 2.31106
N -0.83161 -0.80795 0.12172
P -1.95145 -1.83182 -0.49006
P -0.81847 -3.19803 -1.69762
H -2.19545 0.90831 -1.21254
H -2.69405 2.32465 -0.34104
H -3.11615 0.62588 0.24200
H -0.99586 1.15914 1.31445
H 0.05613 1.13586 -1.43526
H 0.35505 3.64368 0.55151
H -0.84674 3.39440 -0.84842
H 0.81027 3.36414 -1.13089
H 2.03629 1.59096 -0.02680
H 1.16176 1.20945 1.32242
H 2.33828 -0.62995 1.08352
H 1.46831 -0.42335 -1.84178
H 2.56029 -1.80394 -1.00803
H 3.01683 -0.00658 -1.07993
H 0.46262 -2.31807 0.36402
H 0.39965 -0.33008 2.79071
H 1.13620 -1.76159 2.71152
H -0.57177 -1.85565 2.65282
H -2.00067 -2.80727 0.53877
H -2.00551 -3.61600 -2.16526
H -0.45831 -2.02684 -2.45246
```

Results
- Highest occupied orbital energy: -0.419 Eh
- SMILES: C[C@@H]1[C@@H](C)[NH2+][C@H](C)[C@@H](C)N1[PH]#[PH2]
- Kohn-Sham gap: 8.440 eV
- Energy: -1109.2821 hartree
- ΔE to the lowest compared entry with this formula, charge and spin: 0.674 eV
- Lowest unoccupied orbital energy: -2.963 eV
- Charge: +1



No. 4
Computed, not measured: a cluster of 2 separate species, C8H21NO6SSi2 in total at a distorted geometry, with the ωB97M-V functional and the def2-TZVPD basis.

Structure (XYZ):
```
39
C8H21NO6SSi2 (the ωB97M-V functional and the def2-TZVPD basis)
C -1.28790 -2.13950 0.50360
C -1.69402 -2.10852 -0.93224
O -2.35216 -2.94772 -1.46122
N -1.20808 -0.93448 -1.62158
C -2.30180 -0.34759 -2.42448
Si 0.21788 -1.25714 -2.60209
C 1.83319 -1.04667 -1.64360
C 1.78529 -0.19739 -0.37618
O 2.11104 1.17741 -0.62727
Si 1.16080 2.28058 0.19995
C 1.77683 4.04791 -0.02546
C -0.58709 2.21717 -0.52889
C 1.00483 1.93213 2.04561
H -0.30382 -1.69936 0.55504
H -1.98796 -1.52510 1.05760
H -1.25159 -3.13310 0.92299
H -1.91864 0.37331 -3.12736
H -3.00578 0.13172 -1.75939
H -2.83545 -1.09663 -3.00530
H 0.15487 -2.66894 -3.05206
H 0.19034 -0.30772 -3.73521
H 2.60804 -0.65573 -2.29455
H 2.15428 -2.04061 -1.34929
H 2.56035 -0.57082 0.28281
H 0.84955 -0.30460 0.16426
H 1.61248 4.35337 -1.05380
H 1.16922 4.68297 0.60399
H 2.81066 4.15899 0.27852
H -0.50068 2.07967 -1.59954
H -1.08853 1.38184 -0.06968
H -1.12356 3.12219 -0.26266
H -0.04205 1.97105 2.31285
H 1.47406 2.75219 2.57904
H 1.39047 0.97523 2.36997
O 0.07416 -1.42922 3.25860
S -0.67496 -2.53384 3.94435
O -2.14166 -2.29078 3.79045
O -0.31192 -2.56899 5.38750
O -0.32068 -3.83327 3.29470
```

Results
- Highest occupied orbital energy: 0.007 Eh
- Kohn-Sham gap: 4.265 eV
- Energy: -1800.8690 hartree
- Lowest unoccupied orbital energy: 4.465 eV
- Charge: -2



No. 5
Computed, not measured: a structure of composition C8H22BrFeN2O2 at a distorted geometry, with the ωB97M-V functional and the def2-TZVPD basis.

Structure (XYZ):
```
36
C8H22BrFeN2O2 (the ωB97M-V functional and the def2-TZVPD basis)
Fe -2.99942 1.82378 0.83256
Br -1.97575 -0.43168 0.34063
C -1.60490 -1.44106 4.99035
C -0.18691 -1.33152 4.42181
C 0.42282 -2.71172 3.97078
O 1.78974 -2.62587 4.18345
C 2.53969 -3.62549 3.49360
N -0.15568 -0.50063 3.27765
H -2.36687 -1.67395 4.24592
H -1.87355 -0.49279 5.45545
H -1.64375 -2.19712 5.77239
H 0.49003 -0.93607 5.17799
H 0.19941 -2.94301 2.92358
H -0.00466 -3.44517 4.66416
H 2.74802 -3.32677 2.46092
H 2.01583 -4.58484 3.46371
H 3.48294 -3.77153 4.01001
H 0.78072 -0.28296 2.92563
H -0.75936 -0.75500 2.47778
C -1.88316 0.90503 -4.35342
C -0.48615 1.19790 -3.84587
C 0.03253 2.44878 -4.45566
O 1.40567 2.58166 -4.17590
C 1.90832 3.83590 -4.58318
N -0.49853 1.33640 -2.37434
H -2.38288 0.15332 -3.73732
H -1.86366 0.52955 -5.37581
H -2.51725 1.79355 -4.31293
H 0.17757 0.36853 -4.12608
H -0.54362 3.30816 -4.07615
H -0.13829 2.43283 -5.54307
H 2.99171 3.77112 -4.66130
H 1.65924 4.60692 -3.84602
H 1.51045 4.11485 -5.56388
H -0.74559 0.43718 -1.97219
H 0.47528 1.43173 -2.08526
```

Results
- Highest occupied orbital energy (alpha / beta): -0.283 / -0.432 Eh
- Kohn-Sham gap (alpha / beta): 5.012 / 3.775 eV
- Energy: -4415.1097 hartree
- ΔE to the lowest compared entry with this formula, charge and spin: 1.638 eV
- Spin multiplicity: 9
- Lowest unoccupied orbital energy (alpha / beta): -2.678 / -7.982 eV
- Charge: +1



No. 6
Computed, not measured: a structure of composition C8H22BrN2O4V at a distorted geometry, with the ωB97M-V functional and the def2-TZVPD basis.

Structure (XYZ):
```
38
C8H22BrN2O4V (the ωB97M-V functional and the def2-TZVPD basis)
O 15.42960 -5.45337 -11.78029
V 15.16074 -3.87819 -12.13595
O 16.35211 -3.00351 -11.55706
Br 13.42411 -3.60222 -9.95260
C 12.45223 -3.89620 -15.42666
C 11.96588 -4.03305 -13.97456
C 10.56974 -4.65705 -13.84403
O 9.55356 -3.86467 -14.35669
C 8.77079 -3.18021 -13.39886
N 13.00562 -4.70145 -13.16901
H 11.93348 -3.10834 -15.96270
H 12.38957 -4.85940 -15.93694
H 13.51710 -3.65452 -15.38428
H 11.80159 -3.02269 -13.58269
H 10.41760 -4.88244 -12.77550
H 10.55895 -5.67800 -14.25474
H 9.25070 -2.34258 -12.89077
H 8.31276 -3.90411 -12.71988
H 7.93712 -2.75927 -13.96601
H 12.67482 -4.79832 -12.20255
H 12.96769 -5.66120 -13.52297
C 16.40507 -4.26191 -7.14103
C 15.60257 -3.35854 -6.23108
C 16.47182 -2.22920 -5.66788
O 15.78795 -1.55410 -4.62986
C 16.50040 -0.45059 -4.20127
N 14.43928 -2.74361 -6.88833
H 15.72963 -4.99458 -7.59057
H 17.16879 -4.79877 -6.57227
H 16.88609 -3.77440 -7.99311
H 15.29637 -3.93540 -5.35542
H 16.73312 -1.53786 -6.47714
H 17.38292 -2.66014 -5.23347
H 16.75547 0.29245 -4.97453
H 17.48361 -0.69904 -3.76297
H 15.99993 0.13660 -3.42874
H 13.81838 -3.49310 -7.18487
H 14.75844 -2.40063 -7.79276
```

Results
- Highest occupied orbital energy: -0.320 Eh
- Kohn-Sham gap: 6.575 eV
- Energy: -4246.4463 hartree
- Lowest unoccupied orbital energy: -2.142 eV